Entry 1:
{
  "formula": "C20H60O20",
  "method": "ωB97M-V/def2-TZVPD",
  "species": ["C", "C", "O", "O", "H", "H", "H", "H", "H", "H", "C", "C", "O", "O", "H", "H", "H", "H", "H", "H", "C", "C", "O", "O", "H", "H", "H", "H", "H", "H", "C", "C", "O", "O", "H", "H", "H", "H", "H", "H", "C", "C", "O", "O", "H", "H", "H", "H", "H", "H", "C", "C", "O", "O", "H", "H", "H", "H", "H", "H", "C", "C", "O", "O", "H", "H", "H", "H", "H", "H", "C", "C", "O", "O", "H", "H", "H", "H", "H", "H", "C", "C", "O", "O", "H", "H", "H", "H", "H", "H", "C", "C", "O", "O", "H", "H", "H", "H", "H", "H"],
  "xyz": [[-0.34, -3.80, 2.73], [0.96, -3.95, 3.55], [0.90, -3.28, 4.78], [-1.33, -4.57, 3.40], [-0.25, -4.14, 1.70], [-0.75, -2.80, 2.58], [1.84, -3.76, 2.94], [1.16, -5.00, 3.72], [0.25, -3.75, 5.32], [-0.88, -5.41, 3.35], [-0.10, 1.56, 0.19], [0.58, 0.16, 0.14], [-0.10, -0.84, 0.86], [-0.51, 1.97, 1.50], [-1.06, 1.51, -0.33], [0.59, 2.19, -0.37], [1.54, 0.26, 0.65], [0.79, -0.15, -0.88], [-0.11, -0.65, 1.80], [-1.02, 1.27, 1.91], [-0.02, -2.12, -5.39], [0.83, -0.85, -5.06], [-0.03, -0.01, -4.43], [-0.63, -2.60, -4.23], [0.58, -2.88, -5.90], [-0.79, -1.84, -6.10], [1.24, -0.39, -5.97], [1.68, -1.06, -4.41], [-0.20, -0.45, -3.60], [0.13, -2.97, -3.77], [-2.00, -4.97, -1.43], [-1.62, -3.61, -0.87], [-0.21, -3.33, -1.04], [-3.33, -5.44, -0.93], [-1.29, -5.72, -1.10], [-1.94, -4.94, -2.51], [-1.86, -3.44, 0.18], [-2.31, -2.92, -1.35], [0.00, -2.65, -0.39], [-3.87, -4.65, -1.01], [-2.11, 6.81, 0.20], [-2.19, 5.36, 0.93], [-1.67, 5.44, 2.23], [-2.81, 7.83, 0.95], [-2.56, 6.71, -0.79], [-1.07, 7.12, 0.11], [-1.75, 4.58, 0.31], [-3.23, 5.04, 1.03], [-1.57, 4.55, 2.58], [-2.37, 7.76, 1.80], [3.01, -3.61, -2.48], [3.91, -3.86, -3.73], [3.48, -4.92, -4.61], [1.81, -2.87, -2.75], [3.51, -3.07, -1.68], [2.77, -4.58, -2.03], [4.93, -4.00, -3.37], [4.12, -2.96, -4.31], [3.70, -5.71, -4.11], [1.17, -2.87, -2.03], [0.90, 0.00, 4.18], [2.28, -0.72, 3.93], [2.73, -1.26, 5.22], [-0.16, -0.80, 3.92], [0.75, 0.84, 3.50], [0.71, 0.35, 5.19], [2.95, 0.11, 3.68], [2.29, -1.48, 3.16], [2.25, -2.03, 5.52], [0.08, -1.66, 4.28], [-0.30, 3.66, -3.26], [-0.83, 4.11, -4.56], [0.21, 4.68, -5.30], [-0.04, 4.69, -2.29], [0.60, 3.06, -3.40], [-1.04, 3.04, -2.76], [-1.62, 4.81, -4.30], [-1.30, 3.26, -5.06], [0.54, 5.47, -4.85], [0.88, 4.95, -2.42], [-4.20, -0.50, 2.93], [-3.60, -0.40, 1.49], [-4.23, -1.40, 0.73], [-5.53, 0.00, 2.91], [-3.84, 0.23, 3.66], [-4.38, -1.45, 3.42], [-2.52, -0.46, 1.61], [-3.74, 0.56, 1.00], [-5.14, -1.11, 0.65], [-5.78, -0.23, 3.81], [2.47, 3.97, 1.07], [3.43, 3.57, 2.25], [4.27, 2.55, 1.89], [3.36, 4.68, 0.21], [1.59, 4.59, 1.27], [2.20, 3.03, 0.59], [2.82, 3.13, 3.04], [4.05, 4.34, 2.71], [5.16, 2.92, 1.82], [4.17, 4.18, 0.13]],
  "s_squared": 0.75,
  "e_homo_ev": [-11.34, -11.34],
  "charge": 1,
  "spin_multiplicity": 2,
  "de_lowest_kj_mol": 186.55,
  "e_tot_ev": -62645.5934,
  "gap_ha": [0.31577, 0.08157],
  "lumo_ha": [-0.1008, -0.3350]
}

Entry 2:
{
  "formula": "C22H43N2OP3Tc",
  "method": "ωB97M-V/def2-TZVPD",
  "species": ["Tc", "P", "P", "P", "H", "C", "C", "H", "C", "C", "C", "C", "C", "C", "C", "C", "C", "H", "H", "H", "H", "H", "H", "H", "H", "H", "H", "H", "H", "H", "H", "H", "H", "H", "H", "H", "H", "H", "H", "H", "H", "H", "H", "H", "H", "H", "C", "C", "C", "C", "C", "C", "O", "H", "H", "H", "H", "H", "H", "N", "C", "C", "C", "N", "C", "C", "H", "H", "H", "H", "H", "H"],
  "xyz": [[0.54, 0.02, 1.13], [2.28, 0.89, 2.41], [-0.35, 1.80, -0.15], [1.94, -0.53, -0.62], [-1.27, -2.06, 1.06], [-0.22, -1.94, 0.78], [0.81, -2.01, 1.81], [0.51, -2.25, 2.83], [1.95, 1.38, 4.14], [2.94, 2.49, 1.82], [3.77, -0.16, 2.62], [-1.74, 1.27, -1.22], [-1.11, 3.10, 0.89], [0.69, 2.84, -1.24], [2.85, -2.13, -0.60], [3.34, 0.54, -1.11], [1.07, -0.76, -2.23], [-0.02, -2.46, -0.17], [1.75, -2.50, 1.56], [1.61, 0.53, 4.72], [1.17, 2.15, 4.15], [2.87, 1.79, 4.58], [2.13, 3.24, 1.84], [3.34, 2.42, 0.80], [3.74, 2.83, 2.50], [3.48, -1.12, 3.07], [4.50, 0.33, 3.28], [4.25, -0.37, 1.65], [-2.17, 2.13, -1.75], [-2.52, 0.80, -0.61], [-1.39, 0.53, -1.96], [-1.50, 3.90, 0.24], [-0.36, 3.52, 1.57], [-1.94, 2.68, 1.48], [0.09, 3.67, -1.65], [1.10, 2.27, -2.09], [1.53, 3.27, -0.67], [3.42, -2.23, -1.53], [2.16, -2.98, -0.53], [3.55, -2.17, 0.24], [3.80, 0.15, -2.03], [4.11, 0.55, -0.32], [3.02, 1.57, -1.30], [1.76, -1.18, -2.98], [0.68, 0.19, -2.62], [0.23, -1.46, -2.10], [-2.02, -0.93, -5.79], [-3.14, -1.40, -6.52], [-3.37, -2.77, -6.57], [-2.49, -3.67, -5.94], [-1.35, -3.19, -5.27], [-1.09, -1.82, -5.23], [-1.82, 0.39, -5.51], [-2.51, 0.91, -5.97], [-3.81, -0.69, -7.00], [-4.25, -3.15, -7.10], [-2.69, -4.74, -5.97], [-0.65, -3.87, -4.79], [-0.21, -1.41, -4.75], [-3.95, 0.35, 5.70], [-3.02, 0.22, 4.72], [-1.73, -0.27, 5.01], [-0.81, -0.38, 3.98], [-1.05, 0.05, 2.71], [-2.33, 0.39, 2.42], [-3.31, 0.57, 3.38], [-3.75, 0.09, 6.65], [-4.88, 0.70, 5.51], [-1.45, -0.57, 6.02], [0.17, -0.84, 4.17], [-2.57, 0.53, 1.35], [-4.29, 0.95, 3.10]],
  "s_squared": 3.90,
  "e_homo_ev": [-19.10, -19.05],
  "charge": 4,
  "spin_multiplicity": 4,
  "de_lowest_kj_mol": 0.00,
  "e_tot_ev": -58564.2303,
  "gap_ha": [0.17955, 0.19197],
  "lumo_ha": [-0.5224, -0.5082]
}

Entry 3:
{
  "formula": "C25H52BN4O12",
  "method": "ωB97M-V/def2-TZVPD",
  "species": ["C", "C", "N", "C", "C", "C", "C", "N", "O", "B", "O", "O", "C", "N", "N", "C", "C", "O", "H", "H", "H", "H", "H", "H", "H", "H", "H", "H", "H", "H", "H", "H", "H", "H", "H", "H", "H", "H", "O", "C", "O", "C", "C", "C", "H", "H", "H", "H", "H", "H", "H", "H", "O", "C", "O", "C", "C", "C", "H", "H", "H", "H", "H", "H", "H", "H", "O", "C", "O", "C", "C", "C", "H", "H", "H", "H", "H", "H", "H", "H", "O", "C", "O", "C", "C", "C", "H", "H", "H", "H", "H", "H", "H", "H"],
  "xyz": [[-1.16, -2.32, 3.67], [-2.44, -1.73, 3.08], [-2.74, -0.34, 3.46], [-3.11, 0.50, 2.33], [-4.59, 0.35, 1.91], [-5.51, -0.06, 3.04], [-5.92, -1.56, 3.14], [-7.31, -1.53, 3.59], [-8.23, -2.29, 2.85], [-8.19, -3.69, 3.15], [-8.37, -4.10, 4.45], [-8.06, -4.54, 2.09], [-7.68, -0.20, 3.66], [-8.66, 0.27, 4.39], [-6.85, 0.61, 2.91], [-1.73, 0.29, 4.26], [-2.06, 0.48, 5.72], [-0.69, 0.69, 3.79], [-1.11, -2.24, 4.75], [-1.14, -3.38, 3.42], [-0.29, -1.88, 3.20], [-3.27, -2.38, 3.35], [-2.36, -1.80, 1.99], [-2.49, 0.26, 1.46], [-2.95, 1.54, 2.59], [-4.68, -0.33, 1.06], [-4.95, 1.32, 1.57], [-5.16, 0.26, 4.01], [-5.36, -2.11, 3.89], [-5.78, -2.03, 2.16], [-7.53, -4.11, 4.92], [-7.14, -4.60, 1.83], [-9.55, -0.20, 4.45], [-8.54, 1.10, 4.95], [-7.16, 0.47, 1.94], [-3.14, 0.53, 5.86], [-1.64, 1.41, 6.09], [-1.70, -0.35, 6.32], [4.03, -3.35, 2.61], [3.96, -2.15, 2.61], [3.20, -1.56, 3.55], [3.18, -0.14, 3.78], [2.19, 0.55, 2.88], [4.64, -1.31, 1.55], [4.19, 0.28, 3.72], [2.87, -0.04, 4.82], [2.48, 0.45, 1.83], [2.13, 1.62, 3.12], [1.21, 0.11, 3.00], [4.00, -1.25, 0.68], [5.57, -1.82, 1.28], [4.90, -0.31, 1.87], [3.41, 0.95, -0.35], [4.32, 1.54, -0.89], [4.52, 1.36, -2.20], [5.44, 2.15, -2.96], [6.85, 1.60, -2.90], [5.27, 2.40, -0.09], [5.39, 3.20, -2.66], [5.07, 2.10, -3.99], [7.24, 1.62, -1.88], [7.51, 2.18, -3.54], [6.87, 0.56, -3.23], [6.05, 1.76, 0.32], [4.72, 2.86, 0.72], [5.73, 3.20, -0.67], [8.07, 1.71, -6.04], [7.31, 1.11, -6.76], [6.30, 1.79, -7.33], [5.45, 1.22, -8.33], [4.30, 0.44, -7.73], [7.42, -0.38, -6.95], [6.04, 0.62, -9.03], [5.07, 2.07, -8.89], [4.65, -0.41, -7.15], [3.64, 0.08, -8.51], [3.73, 1.08, -7.06], [6.90, -0.88, -6.13], [8.47, -0.66, -6.92], [7.02, -0.74, -7.90], [-4.45, -0.26, -1.50], [-3.57, 0.38, -2.02], [-3.31, 0.19, -3.31], [-2.41, 1.02, -4.06], [-0.98, 0.56, -3.94], [-2.71, 1.31, -1.20], [-2.53, 2.07, -3.78], [-2.74, 0.94, -5.09], [-0.62, 0.62, -2.91], [-0.33, 1.17, -4.57], [-0.89, -0.48, -4.25], [-1.91, 0.73, -0.74], [-3.34, 1.73, -0.42], [-2.28, 2.14, -1.75]],
  "e_homo_ev": -11.15,
  "charge": 1,
  "e_tot_ev": -57969.1755,
  "gap_ha": 0.23914,
  "lumo_ha": -0.1704
}

Entry 4:
{
  "formula": "C27H36IIrNO2P3",
  "method": "ωB97M-V/def2-TZVPD",
  "species": ["C", "C", "H", "H", "H", "O", "I", "Ir", "P", "C", "C", "H", "H", "H", "H", "H", "H", "C", "H", "H", "H", "P", "C", "C", "H", "H", "H", "C", "H", "H", "H", "H", "H", "H", "C", "O", "N", "P", "C", "C", "C", "C", "C", "C", "C", "C", "C", "C", "C", "C", "C", "C", "C", "C", "C", "C", "H", "H", "H", "H", "H", "H", "H", "H", "H", "H", "H", "H", "H", "H", "H"],
  "xyz": [[-4.27, 0.51, -2.93], [-2.89, 0.16, -3.31], [-4.89, 0.58, -3.83], [-4.32, 1.47, -2.38], [-4.65, -0.26, -2.24], [-2.45, -0.11, -4.39], [-2.62, 0.46, 1.69], [-1.67, 0.17, -1.16], [-2.12, -2.12, -0.91], [-0.81, -3.11, -1.70], [-2.21, -2.81, 0.77], [-2.47, -3.88, 0.72], [-3.70, -3.67, -1.85], [-2.99, -2.27, 1.34], [-4.51, -2.24, -1.13], [0.07, -3.16, -1.05], [-1.25, -2.69, 1.30], [-3.66, -2.58, -1.75], [-1.21, -4.12, -1.85], [-3.70, -2.11, -2.74], [-0.55, -2.67, -2.67], [-1.33, 2.49, -1.36], [0.35, 2.85, -1.98], [-2.44, 3.27, -2.57], [-2.39, 3.30, 0.65], [-1.40, 4.58, -0.14], [-0.62, 3.29, 0.82], [-1.44, 3.52, 0.14], [-3.46, 3.33, -2.17], [-2.09, 4.28, -2.80], [0.44, 3.93, -2.14], [0.52, 2.33, -2.92], [-2.45, 2.67, -3.49], [1.10, 2.54, -1.23], [-0.60, -0.13, -2.68], [0.14, -0.29, -3.55], [-0.13, 0.04, -0.04], [1.14, -0.10, 0.90], [1.27, 1.32, 2.01], [2.34, 2.24, 1.92], [2.36, 3.37, 2.74], [1.30, 3.63, 3.63], [0.25, 2.73, 3.72], [0.27, 1.56, 2.96], [1.07, -1.65, 1.83], [0.62, -1.69, 3.16], [0.49, -2.91, 3.82], [0.86, -4.10, 3.19], [1.39, -4.06, 1.90], [1.51, -2.85, 1.22], [2.75, -0.22, 0.07], [3.89, -0.53, 0.83], [5.15, -0.56, 0.23], [5.28, -0.29, -1.13], [4.15, 0.00, -1.90], [2.89, 0.04, -1.30], [3.15, 2.06, 1.21], [3.19, 4.07, 2.68], [1.30, 4.53, 4.24], [-0.60, 2.92, 4.38], [-0.58, 0.86, 3.07], [0.38, -0.76, 3.68], [0.08, -2.92, 4.84], [0.74, -5.05, 3.70], [1.70, -4.98, 1.41], [1.97, -2.83, 0.23], [3.79, -0.76, 1.89], [6.03, -0.79, 0.84], [6.26, -0.31, -1.60], [4.26, 0.21, -2.96], [2.00, 0.25, -1.90]],
  "s_squared": 8.78,
  "e_homo_ev": [-15.49, -17.22],
  "charge": 3,
  "spin_multiplicity": 6,
  "e_tot_ev": -72944.7206,
  "gap_ha": [0.23549, 0.17243],
  "lumo_ha": [-0.3337, -0.4603]
}

Entry 5:
{
  "formula": "C4H10N2",
  "method": "ωB97M-V/def2-TZVPD",
  "species": ["H", "N", "C", "C", "H", "H", "H", "H", "C", "N", "C", "H", "H", "H", "H", "H"],
  "xyz": [[-1.72, 1.44, -0.83], [-1.89, 0.98, 0.07], [-1.37, -0.14, 0.21], [-1.36, -1.36, -0.66], [-0.92, -0.38, 1.30], [-2.15, -2.05, -0.36], [-0.40, -1.86, -0.55], [-1.49, -1.07, -1.70], [1.00, -0.17, 1.36], [1.17, -0.14, 0.08], [1.62, 1.08, -0.54], [0.95, -1.14, 1.85], [1.30, 0.66, 2.01], [1.76, 1.91, 0.15], [0.93, 1.36, -1.34], [2.58, 0.88, -1.04]],
  "e_homo_ev": -8.77,
  "charge": 0,
  "smiles": "[H]/N=C\\C.C=NC",
  "de_lowest_kj_mol": 312.69,
  "e_tot_ev": -7287.3787,
  "gap_ha": 0.35647,
  "lumo_ha": 0.0340
}

Entry 6:
{
  "formula": "C52H50N8O18",
  "method": "ωB97M-V/def2-TZVPD",
  "species": ["O", "N", "O", "C", "C", "C", "C", "C", "C", "H", "H", "H", "H", "H", "O", "N", "O", "C", "C", "C", "C", "C", "C", "H", "H", "H", "H", "H", "O", "N", "O", "C", "C", "C", "C", "C", "C", "H", "H", "H", "H", "H", "O", "N", "O", "C", "C", "C", "C", "C", "C", "H", "H", "H", "H", "H", "O", "N", "O", "C", "C", "C", "C", "C", "C", "H", "H", "H", "H", "H", "O", "N", "O", "C", "C", "C", "C", "C", "C", "H", "H", "H", "H", "H", "O", "N", "O", "C", "C", "C", "C", "C", "C", "H", "H", "H", "H", "H", "O", "N", "O", "C", "C", "C", "C", "C", "C", "H", "H", "H", "H", "H", "C", "O", "C", "C", "O", "C", "H", "H", "H", "H", "H", "H", "H", "H", "H", "H"],
  "xyz": [[4.08, -7.04, -0.94], [5.06, -6.48, -1.37], [6.20, -6.92, -1.46], [4.87, -5.03, -1.74], [5.76, -4.42, -2.62], [5.56, -3.06, -3.06], [4.44, -2.42, -2.60], [3.59, -3.03, -1.69], [3.79, -4.31, -1.23], [6.65, -4.93, -2.94], [6.24, -2.62, -3.77], [4.04, -1.54, -3.08], [2.65, -2.61, -1.34], [3.14, -4.69, -0.46], [-3.00, -1.29, 3.31], [-2.38, -0.38, 2.71], [-2.59, -0.09, 1.52], [-1.49, 0.54, 3.55], [-1.26, 0.27, 4.87], [-0.40, 1.07, 5.66], [0.24, 2.15, 5.06], [-0.10, 2.54, 3.78], [-0.88, 1.66, 2.98], [-1.60, -0.67, 5.28], [-0.15, 0.83, 6.68], [0.94, 2.74, 5.64], [0.38, 3.42, 3.38], [-0.89, 1.87, 1.92], [-1.56, 4.81, 1.54], [-2.76, 4.90, 1.73], [-3.56, 4.88, 0.77], [-3.35, 4.96, 3.08], [-4.71, 5.13, 3.26], [-5.24, 5.25, 4.53], [-4.48, 5.09, 5.67], [-3.09, 4.86, 5.49], [-2.52, 4.79, 4.22], [-5.39, 5.28, 2.42], [-6.25, 5.63, 4.60], [-5.05, 5.18, 6.58], [-2.46, 4.72, 6.36], [-1.45, 4.75, 4.08], [-4.56, 6.59, -3.59], [-3.73, 5.97, -4.23], [-3.88, 5.52, -5.36], [-2.40, 5.69, -3.56], [-2.11, 6.38, -2.40], [-0.87, 6.30, -1.80], [0.07, 5.49, -2.45], [-0.24, 4.65, -3.55], [-1.54, 4.73, -4.07], [-2.85, 7.08, -2.06], [-0.62, 6.85, -0.90], [1.07, 5.41, -2.05], [0.51, 3.95, -3.91], [-1.78, 4.27, -5.02], [-2.66, -6.58, -3.54], [-3.05, -5.41, -3.27], [-2.33, -4.43, -3.24], [-4.46, -5.20, -2.97], [-5.04, -3.87, -2.86], [-6.40, -3.65, -2.70], [-7.27, -4.77, -2.63], [-6.73, -6.07, -2.66], [-5.35, -6.28, -2.83], [-4.49, -2.96, -3.01], [-6.88, -2.69, -2.64], [-8.34, -4.66, -2.53], [-7.36, -6.95, -2.66], [-4.94, -7.28, -2.93], [-0.24, -2.31, -2.12], [-0.95, -1.36, -2.29], [-1.99, -1.40, -2.91], [-0.64, -0.09, -1.62], [0.42, 0.01, -0.69], [0.67, 1.26, -0.10], [-0.04, 2.43, -0.43], [-1.03, 2.34, -1.41], [-1.38, 1.09, -1.91], [1.09, -0.78, -0.39], [1.48, 1.46, 0.59], [0.21, 3.39, -0.02], [-1.52, 3.22, -1.81], [-2.07, 1.16, -2.74], [3.40, 3.13, 1.19], [2.79, 4.24, 1.21], [2.51, 4.76, 0.12], [2.40, 4.87, 2.53], [2.82, 4.41, 3.76], [2.32, 4.99, 4.94], [1.34, 5.93, 4.91], [0.92, 6.45, 3.67], [1.43, 5.90, 2.53], [3.51, 3.58, 3.78], [2.75, 4.67, 5.88], [1.13, 6.41, 5.86], [0.12, 7.18, 3.67], [1.04, 6.18, 1.56], [4.79, -8.00, -4.30], [3.58, -8.08, -4.14], [3.06, -9.18, -3.88], [2.76, -6.87, -4.10], [3.10, -5.74, -4.84], [2.30, -4.65, -4.85], [1.13, -4.63, -4.20], [0.81, -5.73, -3.32], [1.55, -6.89, -3.39], [4.11, -5.69, -5.23], [2.58, -3.80, -5.46], [0.43, -3.80, -4.21], [-0.15, -5.80, -2.82], [1.05, -7.72, -2.91], [1.81, -4.07, 2.06], [1.14, -2.85, 1.78], [1.46, -1.78, 2.68], [2.91, -1.29, 2.50], [3.16, -0.90, 1.17], [4.45, -0.26, 1.08], [1.33, -4.92, 1.58], [1.76, -4.37, 3.11], [2.84, -4.03, 1.71], [1.23, -1.95, 3.73], [0.78, -0.94, 2.50], [3.47, -2.22, 2.54], [3.14, -0.57, 3.29], [4.36, 0.69, 1.59], [4.58, -0.12, 0.01], [5.22, -0.81, 1.63]],
  "e_homo_ev": -9.12,
  "charge": 0,
  "smiles": "O=[N+]([O-])c1ccccc1.O=[N+]([O-])c1ccccc1.O=[N+]([O-])c1ccccc1.O=[N+]([O-])c1ccccc1.O=[N+]([O-])c1ccccc1.O=[N+]([O-])c1ccccc1.O=[N+]([O-])c1ccccc1.O=[N+]([O-])c1ccccc1.COCCOC",
  "de_lowest_kj_mol": 725.93,
  "e_tot_ev": -103484.8766,
  "gap_ha": 0.27635,
  "lumo_ha": -0.0589
}

Entry 7:
{
  "formula": "CHNO6S",
  "method": "ωB97M-V/def2-TZVPD",
  "species": ["O", "N", "S", "O", "O", "O", "C", "O", "O", "H"],
  "xyz": [[0.49, -1.68, -1.14], [0.40, -1.61, 0.06], [1.31, 0.11, 0.40], [2.51, -0.02, -0.28], [1.07, 0.59, 1.69], [0.32, 0.92, -0.68], [-0.97, 0.77, -0.39], [-1.88, 1.15, -1.02], [-1.18, -0.16, 0.52], [-2.08, -0.06, 0.84]],
  "e_homo_ev": -10.42,
  "charge": 0,
  "smiles": "O=NS(=O)(=O)OC(=O)O",
  "de_lowest_kj_mol": 154.39,
  "e_tot_ev": -25659.3118,
  "gap_ha": 0.32857,
  "lumo_ha": -0.0543
}